[1]
Formula: C16H54N2O11
Source: OMol25
Level of theory: ωB97M-V/def2-TZVPD

Geometry as XYZ:
```
83
Properties=species:S:1:pos:R:3:forces:R:3:lowdin_charge:R:1
N 0.3672 -0.9253 -0.9677 1.452 -2.184 -1.680 0.19
C 0.8892 -0.1953 -0.0027 4.328 -0.351 4.944 -0.56
N 0.1852 0.9087 0.2803 -0.747 1.024 -0.959 0.13
O 1.9752 -0.5093 0.7983 -4.970 1.139 -4.443 -0.09
H 1.0672 -1.6483 -1.2917 -1.357 0.750 -0.153 0.12
H -0.4858 -0.6793 -1.5107 1.041 -0.318 0.488 0.10
H 0.4532 1.4887 1.0563 -0.073 0.038 0.317 0.06
H -0.6668 1.1437 -0.2887 0.905 -0.385 0.953 0.10
C 1.8912 4.0797 1.4023 1.466 1.532 -1.536 -0.09
C 2.0672 2.7957 2.1673 0.698 0.791 -0.981 -0.27
O 0.7362 2.4027 2.4473 -0.393 -0.532 1.182 -0.15
H 1.7002 4.9047 2.0823 -0.866 -0.004 0.199 0.07
H 1.2292 4.0907 0.5013 -0.031 -0.472 1.144 0.09
H 2.7972 4.4947 0.9393 0.445 -0.621 0.143 0.08
H 2.7082 2.9417 3.0303 -0.361 0.204 0.628 0.13
H 2.6262 1.9917 1.6473 -1.009 0.135 -0.187 0.12
H 0.2902 2.9547 3.1173 0.433 -0.006 -0.566 0.13
C -3.6218 -1.6883 2.2553 0.877 -1.318 -0.711 -0.06
C -2.1988 -1.2433 1.9363 0.744 -1.412 -1.014 -0.33
O -1.9558 0.1347 1.8573 -0.520 0.627 0.845 -0.08
H -3.9758 -1.4483 3.2123 -0.212 0.492 1.589 0.05
H -3.6518 -2.8233 2.1843 0.052 1.357 -0.069 0.10
H -4.3408 -1.2743 1.5713 -0.262 0.149 -0.580 0.06
H -1.9748 -1.6673 0.9633 -0.242 -0.145 -0.698 0.08
H -1.4388 -1.8263 2.4883 -0.365 0.596 0.755 0.10
H -1.0868 0.3287 1.4513 -0.658 -0.548 0.390 0.04
C 1.8822 -4.4273 0.9513 0.326 -0.764 1.799 -0.07
C 0.6762 -3.7243 1.5713 0.491 -0.637 -1.021 -0.30
O -0.1718 -3.2493 0.5643 -1.326 -0.772 -0.507 -0.10
H 1.6812 -5.0613 0.1313 -1.187 -1.169 -0.688 0.05
H 2.3982 -5.0613 1.7173 -0.151 0.661 -0.582 0.09
H 2.5672 -3.7863 0.4593 0.881 1.308 0.220 0.05
H 0.9872 -2.9043 2.1723 0.492 0.620 0.723 0.07
H 0.0732 -4.3903 2.1803 0.055 -0.270 0.115 0.11
H 0.0762 -2.3973 0.2283 0.442 0.516 0.046 0.00
C 0.5442 -1.5683 4.9733 0.144 -1.680 -1.098 -0.09
C 1.1712 -0.7023 3.9383 0.152 1.566 0.922 -0.36
O 0.8492 0.5907 4.3653 -0.548 2.984 -0.451 -0.12
H 0.9012 -1.3643 5.9643 0.267 0.158 0.415 0.07
H 0.9142 -2.5483 4.6263 -0.632 -0.363 0.789 0.07
H -0.5528 -1.5123 4.9593 0.330 -0.076 -0.119 0.08
H 0.7822 -0.8973 2.9423 0.308 -0.174 -0.202 0.07
H 2.2632 -0.7043 4.0193 0.074 -0.983 -0.659 0.12
H 0.9532 1.3177 3.6743 -0.129 -2.134 0.964 0.04
C -0.7608 1.4907 -5.2947 -0.885 0.491 -0.186 -0.07
C -0.1158 1.3657 -3.9857 -0.629 -2.544 1.086 -0.38
O 1.2412 1.1197 -4.1847 0.671 0.221 0.212 -0.06
H -0.5638 0.6187 -5.9127 0.666 0.412 -0.402 0.09
H -0.6078 2.4927 -5.6747 0.646 -0.154 -0.868 0.09
H -1.8088 1.4517 -5.1897 -1.619 -0.064 0.389 0.05
H -0.5548 0.5077 -3.3957 0.083 0.186 -0.684 0.10
H -0.2318 2.1417 -3.2677 -0.283 1.425 0.020 0.08
H 1.5492 1.5527 -3.3897 1.268 -0.012 0.444 0.03
C -1.3178 -3.1473 -2.8347 1.283 1.722 1.495 -0.09
O -2.0018 -1.8973 -2.5317 2.463 -0.115 -2.224 -0.10
H -2.0098 -3.8983 -2.8527 -1.765 -2.255 0.540 0.05
H -0.4068 -3.4263 -2.2097 -1.419 0.693 -0.272 0.09
H -1.0138 -3.0993 -3.8327 0.707 0.592 -1.616 0.06
H -2.5268 -1.9793 -1.7827 -1.360 -0.616 2.183 0.03
C -2.3308 3.3107 1.9723 -2.147 0.266 -0.540 -0.13
O -2.9978 4.5287 1.5873 -1.553 -2.501 -0.764 -0.10
H -3.1038 2.5107 1.8323 0.859 0.664 0.186 0.09
H -2.1018 3.3657 3.0123 0.475 -0.218 0.867 0.07
H -1.4838 3.0627 1.3633 0.534 0.074 -0.321 0.05
H -2.5338 5.3127 1.7063 1.732 1.738 0.528 0.03
C -2.6938 2.0677 -1.6537 0.844 1.559 0.031 -0.11
O -2.2458 1.0877 -0.7877 2.041 0.508 0.191 -0.13
H -1.8008 2.6687 -1.8567 -0.587 0.597 0.092 0.09
H -3.5508 2.6147 -1.2287 0.462 0.126 -0.356 0.11
H -2.9008 1.5717 -2.5467 -0.962 -0.340 -1.918 0.06
H -3.0038 0.6277 -0.5877 -2.243 -2.203 1.493 0.06
C 2.0802 -2.4303 -3.7247 0.640 0.374 -2.685 -0.19
O 2.1832 -3.0043 -2.4967 -0.215 -1.003 2.599 -0.13
H 1.2112 -1.7813 -3.8117 0.076 0.525 -0.075 0.06
H 1.8802 -3.3093 -4.3847 0.567 1.173 -0.698 0.10
H 3.0452 -1.8923 -3.9377 -1.159 -0.424 -0.264 0.11
H 1.7022 -3.8133 -2.6627 0.070 -0.497 1.189 0.07
C 3.0592 2.0377 -1.5117 -0.341 -0.970 2.717 -0.13
O 1.6932 2.3537 -1.5827 -0.883 0.566 0.079 -0.15
H 3.1092 0.9917 -1.3827 0.424 -1.736 -0.690 0.06
H 3.5142 2.2697 -0.5247 0.003 1.086 -0.671 0.09
H 3.5922 2.3487 -2.3577 0.694 0.743 -1.013 0.08
H 1.2252 1.8627 -0.8617 0.480 0.577 -0.764 0.04
```
Forces are in eV/Å.

For the gap between HOMO and LUMO, the calculation gives 9.51 eV. The SMILES is NC(N)=O.CCO.CCO.CCO.CCO.CCO.CO.CO.CO.CO.CO. For the highest occupied orbital energy, the calculation gives -0.3373 Ha. Its net charge is 0. The energy relative to the best compared isomer or geometry (same formula, charge and spin) comes out at 3.543 eV.

=====

[2]
Formula: C22H36O4
Source: OMol25
Level of theory: ωB97M-V/def2-TZVPD

Geometry as XYZ:
```
62
Properties=species:S:1:pos:R:3:forces:R:3:lowdin_charge:R:1
C 3.3880 -0.6700 -1.1277 0.555 -1.821 -0.013 -0.10
C 3.7517 0.4661 -0.4586 0.407 0.734 0.778 -0.08
C 3.0703 1.6446 -0.6801 0.114 0.052 0.090 -0.05
C 2.0253 1.6484 -1.5808 -0.476 1.433 -0.462 -0.26
C 1.2421 2.9383 -1.7924 0.302 -0.144 0.766 -0.13
C 0.3747 3.2547 -0.5353 0.024 0.312 -0.222 -0.19
C -1.0944 2.8309 -0.6537 0.783 -0.484 0.362 -0.15
C -1.3189 1.3026 -0.5769 -1.994 0.659 -1.437 -0.27
C -2.3808 0.9496 -1.6756 0.168 -1.524 1.732 -0.12
C -2.5138 -0.5562 -1.3565 -0.193 0.731 -1.635 -0.24
O -2.4943 -0.5922 0.0564 -0.449 -0.281 0.212 -0.16
C -2.0919 0.6897 0.6015 1.987 -0.925 -0.380 -0.15
C 1.6932 0.5095 -2.2685 -0.551 -0.154 -0.597 -0.07
C 2.3726 -0.6729 -2.0521 -0.569 0.213 -0.269 -0.07
H 3.9108 -1.6075 -0.9411 -0.102 0.494 0.009 0.07
H 4.5560 0.4548 0.2713 -0.011 -0.149 -0.142 0.11
H 3.3330 2.5665 -0.1678 0.046 -0.137 0.024 0.12
H 0.6601 2.9065 -2.7194 -0.096 -0.067 0.202 0.11
H 1.9550 3.7644 -1.9016 -0.025 -0.164 -0.105 0.11
H 0.8389 2.7723 0.3321 -0.113 0.039 -0.060 0.10
H 0.4484 4.3354 -0.3502 -0.239 -0.131 -0.016 0.10
H -1.4500 3.1679 -1.6336 -0.087 0.139 0.218 0.10
H -1.6881 3.3033 0.1325 0.031 0.053 -0.175 0.10
H -0.4839 0.6286 -0.7861 0.431 0.618 0.288 0.13
H -2.1715 1.2319 -2.7051 -0.064 0.018 0.100 0.12
H -3.3117 1.3278 -1.2297 -0.071 0.637 -1.010 0.12
H -3.4272 -0.9669 -1.8135 -0.174 0.004 0.677 0.11
H -1.7182 -1.1432 -1.8464 0.252 0.111 0.586 0.12
H -1.3520 0.4327 1.3656 -0.528 0.244 0.412 0.12
H -2.9393 1.2495 1.0038 0.142 0.111 -0.183 0.12
H 0.8693 0.5841 -2.9761 0.106 -0.225 0.008 0.11
H 2.0689 -1.5642 -2.5905 0.195 -0.035 0.106 0.10
C 0.2503 4.8135 3.0551 0.059 -0.228 -0.166 -0.02
C -1.0991 4.1400 3.1047 -0.002 -0.079 -0.026 -0.49
C -2.1663 4.7998 3.9432 -0.153 -0.221 -0.103 -0.02
O -1.3160 3.1155 2.4985 0.005 0.045 0.090 0.06
H 0.9189 4.2361 2.4196 -0.027 -0.002 0.005 0.07
H 0.1508 5.8185 2.6413 0.017 0.066 0.163 0.09
H 0.6768 4.8691 4.0580 -0.045 0.175 0.005 0.09
H -2.3686 5.8041 3.5674 0.094 0.067 0.138 0.09
H -1.8425 4.8546 4.9837 0.034 0.174 -0.023 0.09
H -3.0813 4.2132 3.8898 0.027 -0.004 -0.010 0.08
C -3.8178 -3.4397 0.5723 -0.079 -0.347 -0.208 -0.02
C -5.1706 -4.0987 0.6549 0.081 -0.144 -0.064 -0.50
C -6.2126 -3.4158 1.5095 -0.181 -0.219 -0.088 -0.03
O -5.4165 -5.1270 0.0653 -0.039 0.056 0.031 0.06
H -3.1682 -4.0313 -0.0705 -0.024 -0.015 0.017 0.09
H -3.9118 -2.4404 0.1511 0.064 0.106 0.253 0.06
H -3.3696 -3.3786 1.5650 -0.030 0.231 -0.006 0.09
H -6.4098 -2.4131 1.1271 0.107 0.070 0.138 0.08
H -5.8660 -3.3539 2.5422 0.039 0.179 -0.027 0.08
H -7.1360 -3.9915 1.4818 0.027 -0.006 -0.012 0.08
C 5.3289 -4.8405 -2.4045 -0.020 0.277 -0.086 -0.02
C 5.4083 -4.1991 -1.0413 0.015 0.086 0.019 -0.49
C 5.5260 -5.1209 0.1470 -0.003 0.250 0.141 -0.02
O 5.3786 -2.9964 -0.9077 0.219 -0.319 0.011 0.05
H 5.2476 -4.0652 -3.1638 0.004 0.002 0.030 0.08
H 6.2292 -5.4270 -2.5940 -0.094 -0.150 0.031 0.09
H 4.4506 -5.4855 -2.4627 0.108 -0.144 0.019 0.09
H 6.4348 -5.7193 0.0666 -0.101 -0.141 -0.050 0.09
H 4.6561 -5.7777 0.1974 0.101 -0.133 -0.063 0.09
H 5.5736 -4.5295 1.0592 -0.004 0.007 -0.028 0.08
```
Forces are in eV/Å.

For the gap between HOMO and LUMO, the calculation gives 9.36 eV. The SMILES is c1ccc(CCC[C@@H]2CCOC2)cc1.CC(C)=O.CC(C)=O.CC(C)=O. For the highest occupied orbital energy, the calculation gives -0.3185 Ha. Its net charge is 0.

=====

> gap between HOMO and LUMO of number 1 (C16H54N2O11)?

9.51 eV

=====

> Among the records above, which one has the lowest gap between HOMO and LUMO?

C22H36O4

=====

> What is the formula in the second record?

C22H36O4